Molecular formula: C3H7NO3
Method: DFT, the ωB97M-V functional and the def2-TZVPD basis

Calculated values
- Total charge: 0
- Calculated total energy: -398.87992 Ha
- HOMO: -10.60 eV
- Energy relative to the best compared isomer or geometry (same formula, charge and spin): 414.1 kJ/mol

Atoms and positions in Å:
C: 0.19294 -0.73043 1.46436
C: -0.19050 -0.03434 0.15508
C: 1.09030 0.36210 -0.58803
O: -0.92456 1.12934 0.53692
O: -0.98199 -0.99365 -0.56782
N: -1.37204 -0.58817 -1.85299
O: -1.77109 0.58043 -1.91517
H: -0.70277 -1.09974 1.97814
H: 0.83845 -1.59653 1.28258
H: 0.69930 -0.04362 2.15144
H: 1.63585 -0.52089 -0.93762
H: 1.74797 0.96075 0.05169
H: 0.86911 0.98073 -1.46454
H: -1.13097 1.59402 -0.29405

Cartesian forces, eV/Å:
-0.41 -0.47 0.12
0.67 1.22 1.95
-0.15 0.01 -0.71
0.30 -0.60 -0.71
0.24 0.52 -1.27
-1.87 3.29 0.49
1.79 -3.96 -0.03
0.09 0.15 -0.19
-0.07 0.22 -0.09
-0.09 0.01 -0.40
-0.12 0.09 0.15
-0.32 -0.24 0.07
-0.02 -0.10 0.06
-0.05 -0.14 0.56